{
  "formula": "C4H5LiO6Pr",
  "method": "the ωB97M-V functional and the def2-TZVPD basis",
  "total_charge": 1,
  "s_squared": 2.0389,
  "e_tot_ev": -30782.896,
  "multiplicity": 3,
  "max_force_ha_per_bohr": 0.0605,
  "species": ["O", "C", "C", "O", "C", "O", "O", "H", "H", "H", "H", "H", "O", "C", "O", "Li", "Pr"],
  "positions_angstrom": [[-0.58768, -1.67519, 0.17124], [-1.75171, -0.97495, -0.23277], [-1.84932, 0.40333, 0.42525], [-0.60022, 1.03746, 0.66520], [0.24920, 1.30428, -0.37088], [0.11357, 0.70218, -1.46062], [0.97684, 2.35491, -0.19708], [-0.67262, -2.10532, 1.02481], [-2.65687, -1.54129, 0.03097], [-1.68985, -0.89178, -1.32180], [-2.28498, 0.30851, 1.42768], [-2.49491, 1.04846, -0.18903], [3.58928, 0.53867, 0.77690], [2.63591, -0.16195, 0.21955], [2.69862, -1.41478, 0.23606], [0.99885, -1.09476, -0.82941], [3.32589, 2.16222, -0.37608]]
}

{
  "formula": "C4H5N",
  "method": "the ωB97M-V functional and the def2-TZVPD basis",
  "total_charge": 0,
  "relative_energy_kj_mol": 634.7,
  "e_tot_ev": -5712.268,
  "max_force_ha_per_bohr": 0.0846,
  "species": ["C", "C", "C", "C", "N", "H", "H", "H", "H", "H"],
  "positions_angstrom": [[0.70866, 0.62525, 1.57360], [1.14063, -0.25473, 0.62343], [-1.43333, 0.64421, -0.02716], [0.37290, -0.75560, -0.38536], [-0.81600, -0.18581, -0.76828], [0.78683, 1.61374, 1.53929], [2.04978, -0.68552, 0.80969], [-2.33866, 0.97812, -0.55377], [0.81123, -1.40605, -1.16560], [-1.28204, -0.57360, -1.64583]]
}

{
  "formula": "C4H5N",
  "method": "the ωB97M-V functional and the def2-TZVPD basis",
  "smiles": "c1cc[nH]c1",
  "total_charge": 0,
  "relative_energy_kj_mol": 65.4,
  "e_tot_ev": -5718.168,
  "max_force_ha_per_bohr": 0.1001,
  "species": ["C", "C", "N", "C", "C", "H", "H", "H", "H", "H"],
  "positions_angstrom": [[-1.24593, 0.09829, 0.07398], [-0.33027, 1.16433, -0.22451], [0.96200, 0.53622, -0.20532], [0.87614, -0.74323, 0.08541], [-0.44337, -1.10082, 0.29224], [-2.25704, 0.15966, -0.03498], [-0.42711, 2.22069, -0.34257], [1.89882, 0.87950, -0.27769], [1.67869, -1.47447, 0.27966], [-0.76678, -2.05040, 0.45008]]
}

{
  "formula": "C4H5N",
  "method": "the ωB97M-V functional and the def2-TZVPD basis",
  "total_charge": 0,
  "relative_energy_kj_mol": 522.6,
  "e_tot_ev": -5713.430,
  "max_force_ha_per_bohr": 0.1097,
  "species": ["C", "C", "C", "C", "H", "H", "H", "H", "H", "N"],
  "positions_angstrom": [[2.41070, -0.01298, 0.22535], [1.37019, -0.55201, -0.12986], [-0.05227, -0.50850, -0.42710], [-0.97957, 0.67497, -0.11396], [3.27724, 0.89486, 0.83652], [-0.40627, -1.18706, -1.06396], [-1.80561, 0.73480, -0.85309], [-0.78681, 1.59069, 0.38274], [-1.90326, -1.04629, 0.34916], [-1.12435, -0.58848, 0.79421]]
}

{
  "formula": "C4H5N2",
  "method": "the ωB97M-V functional and the def2-TZVPD basis",
  "smiles": "C=C1C[C@@H]1[N+]#N",
  "total_charge": 1,
  "relative_energy_kj_mol": 269.0,
  "e_tot_ev": -7197.764,
  "max_force_ha_per_bohr": 0.0978,
  "species": ["C", "C", "C", "C", "N", "N", "H", "H", "H", "H", "H"],
  "positions_angstrom": [[-1.22939, 0.37187, 0.52726], [0.27390, -0.07393, 0.10951], [1.19204, -0.76918, 0.71341], [-0.53632, 0.84123, -0.73103], [-1.10704, 1.82925, 2.42748], [-1.30244, 1.18243, 1.56898], [-1.73347, -0.52583, 0.66153], [2.13642, -0.98640, 0.27271], [0.98486, -1.30790, 1.55582], [-0.77855, 0.58387, -1.65101], [-0.23261, 1.86356, -0.68821]]
}

{
  "formula": "C4H5N2",
  "method": "the ωB97M-V functional and the def2-TZVPD basis",
  "total_charge": 1,
  "relative_energy_kj_mol": 449.8,
  "e_tot_ev": -7195.890,
  "max_force_ha_per_bohr": 0.1133,
  "species": ["C", "C", "C", "C", "N", "N", "H", "H", "H", "H", "H"],
  "positions_angstrom": [[0.21056, -1.46713, 0.10205], [-1.46983, 0.05656, -0.13609], [1.19359, -0.43385, 0.15213], [1.93902, 0.62033, 0.15147], [-0.94399, -1.06942, 0.12228], [-1.84995, 1.05618, 0.41906], [0.51851, -2.44325, 0.01424], [-1.87178, -0.35356, -1.23975], [2.64347, 1.05265, -0.60269], [2.05996, 1.24391, 1.06245], [-2.42955, 1.73757, -0.04515]]
}

{
  "formula": "C4H5N2",
  "method": "the ωB97M-V functional and the def2-TZVPD basis",
  "total_charge": 1,
  "relative_energy_kj_mol": 488.8,
  "e_tot_ev": -7195.485,
  "max_force_ha_per_bohr": 0.1365,
  "species": ["C", "C", "C", "C", "N", "N", "H", "H", "H", "H", "H"],
  "positions_angstrom": [[1.88605, 0.50342, -0.04180], [1.89717, -0.87857, -0.00443], [0.50060, -0.97139, 0.04973], [-1.73276, 0.81630, -0.01347], [0.91327, 1.27256, 0.04193], [0.00607, 0.29054, 0.09905], [2.63526, -1.54708, 0.14982], [-0.19731, -1.82142, -0.09066], [-2.11330, 1.11677, 0.86246], [-1.60818, 1.39767, -0.82300], [-2.18687, -0.17881, -0.22963]]
}

{
  "formula": "C4H5N2",
  "method": "the ωB97M-V functional and the def2-TZVPD basis",
  "total_charge": 1,
  "relative_energy_kj_mol": 530.7,
  "e_tot_ev": -7195.051,
  "max_force_ha_per_bohr": 0.0825,
  "species": ["C", "C", "C", "C", "N", "N", "H", "H", "H", "H", "H"],
  "positions_angstrom": [[-0.94631, -0.51730, -1.13999], [-0.20986, 0.64177, -1.46389], [-0.26558, 0.06780, -0.11133], [0.60079, -1.30979, 2.57184], [1.32551, -0.65603, 1.89698], [0.16591, 1.59553, -2.23514], [-1.72142, -1.14913, -1.56479], [-0.41043, -1.49390, 2.67828], [1.11191, -1.94517, 3.37287], [-0.31495, 1.96839, -3.11777], [0.93791, 2.09176, -1.91614]]
}

{
  "formula": "C4H5N2O2",
  "method": "the ωB97M-V functional and the def2-TZVPD basis",
  "smiles": "CN1C(=O)C=C[N+]1=O",
  "total_charge": 1,
  "relative_energy_kj_mol": 416.9,
  "e_tot_ev": -11291.138,
  "max_force_ha_per_bohr": 0.1455,
  "species": ["C", "C", "C", "C", "N", "N", "O", "O", "H", "H", "H", "H", "H"],
  "positions_angstrom": [[0.34376, 2.10588, -0.00921], [-0.95549, 1.87683, -0.04831], [1.11059, 0.77886, 0.17118], [0.33862, -1.63404, -0.04852], [0.19205, -0.18659, 0.20730], [-1.34246, 0.61250, -0.15452], [2.28924, 0.65294, 0.03685], [-2.30010, -0.03381, -0.14259], [0.86543, 3.12493, -0.01371], [-1.78383, 2.60261, -0.15854], [1.46769, -1.76362, 0.22503], [-0.23574, -2.31121, 0.67367], [0.09381, -1.88512, -1.13942]]
}

{
  "formula": "C4H5N2O3",
  "method": "the ωB97M-V functional and the def2-TZVPD basis",
  "smiles": "NNC1=C([O-])[C@@H](O)C1=O",
  "total_charge": -1,
  "relative_energy_kj_mol": 187.8,
  "e_tot_ev": -13350.545,
  "max_force_ha_per_bohr": 0.0687,
  "species": ["C", "C", "C", "C", "N", "N", "O", "O", "O", "H", "H", "H", "H", "H"],
  "positions_angstrom": [[-0.41870, 0.11614, 0.10975], [-0.48123, 1.43500, -0.43654], [-0.43994, 0.62689, 1.47044], [-0.63046, 2.00855, 0.95422], [-0.50354, -1.21774, -1.87336], [-0.45238, -1.14723, -0.47114], [-0.32859, 1.93775, -1.57998], [-0.13573, 0.20699, 2.59069], [0.39589, 3.00586, 1.49705], [-1.60298, 2.44189, 1.28666], [0.10688, -0.38731, -2.31588], [-1.50046, -1.28892, -2.09506], [0.33174, -1.84295, -0.23444], [1.03632, 2.38605, 1.85705]]
}

{
  "formula": "C4H5N2OP",
  "method": "the ωB97M-V functional and the def2-TZVPD basis",
  "total_charge": 0,
  "s_squared": 2.0257,
  "relative_energy_kj_mol": 332.9,
  "e_tot_ev": -18536.667,
  "multiplicity": 3,
  "max_force_ha_per_bohr": 0.1001,
  "species": ["C", "C", "C", "C", "N", "N", "O", "P", "H", "H", "H", "H", "H"],
  "positions_angstrom": [[1.06976, 1.87107, 1.65066], [1.15626, -1.34767, 0.01617], [-0.14690, -1.62855, 0.51079], [-1.02589, -1.33528, -0.68143], [1.97789, 1.63178, 0.95905], [2.82369, 1.24101, 0.21459], [-0.49528, -1.92723, 1.65298], [2.64417, -1.20221, -0.38988], [0.54100, 2.60512, 2.26096], [-2.14435, -1.26746, -0.38857], [-0.88988, -2.09634, -1.43632], [-0.87496, -0.28778, -1.14694], [2.71327, 1.40294, -0.74570]]
}

{
  "formula": "C4H5N3",
  "method": "the ωB97M-V functional and the def2-TZVPD basis",
  "smiles": "[H]/N=C1/NC=NC1=C",
  "total_charge": 0,
  "relative_energy_kj_mol": 263.7,
  "e_tot_ev": -8697.080,
  "max_force_ha_per_bohr": 0.1024,
  "species": ["C", "C", "C", "C", "H", "H", "H", "H", "H", "N", "N", "N"],
  "positions_angstrom": [[-1.55340, -1.10396, 0.04880], [-0.26484, -0.78452, 0.05982], [1.92243, -0.38310, -0.03443], [-0.06173, 0.71956, 0.02465], [-2.15528, -2.21411, 0.01705], [-2.34296, -0.35153, 0.18070], [3.02270, -0.67244, -0.14380], [1.59696, 1.80081, -0.18861], [-1.72801, 1.66205, -0.04051], [0.97202, -1.33931, -0.06626], [1.32107, 0.86002, 0.23996], [-0.72898, 1.80653, -0.09736]]
}